Entry 1:
C5H11NO | the ωB97M-V functional and the def2-TZVPD basis

energy above the lowest of the compared OMol25 structures with the same formula, charge and spin = 64.1 kcal/mol

Structure (XYZ):
```
18
Properties=species:S:1:pos:R:3:forces:R:3:mulliken_charge:R:1
H -0.949555 -2.457910 -1.686320 -0.192 -0.097 0.055 0.33
H 3.469986 -0.256518 -0.717520 -0.027 0.093 0.160 0.29
O 0.436323 2.005450 0.269382 0.161 0.118 0.056 -0.49
C -1.147912 -1.724775 -0.905619 -0.067 -0.142 -0.059 -0.76
H -2.671246 0.476282 0.570305 0.216 0.080 0.011 0.31
C -0.725564 1.115001 -0.106316 -0.170 0.010 -0.013 -0.10
H 3.208948 -0.565881 0.999712 0.023 0.136 -0.106 0.29
H -0.200884 -1.255751 -0.659215 -0.193 -0.217 -0.108 0.11
H -1.114398 1.339329 -1.099437 0.101 0.129 0.195 0.41
H -1.949164 1.817525 1.476614 -0.060 -0.070 0.011 0.37
H -1.369346 0.152681 1.726983 0.004 0.165 -0.108 0.32
N 1.497890 -0.192563 -0.102379 -0.280 0.381 0.057 -0.48
H -1.872863 -0.991085 -1.270798 0.106 -0.174 0.011 0.21
H 3.125140 1.110336 0.382370 0.010 -0.102 -0.007 0.31
H -1.539191 -2.208579 -0.007969 -0.050 -0.060 -0.172 0.24
C -1.735680 0.866515 0.983381 0.018 0.032 0.055 -1.11
C 2.896294 0.061827 0.159012 0.234 0.095 0.063 -0.84
C 0.641226 0.708122 -0.012179 0.167 -0.378 -0.102 0.60
```
Positions in Å, forces in eV/Å.

=====

Entry 2:
C23H76N2O14 | the ωB97M-V functional and the def2-TZVPD basis

Structure (XYZ):
```
115
Properties=species:S:1:pos:R:3:forces:R:3:mulliken_charge:R:1
H 2.380218 -0.398143 5.486005 -0.182 0.149 -0.479 0.35
H -5.046740 4.920373 -3.734619 -0.531 1.128 -2.208 0.31
C 4.699604 2.187929 -1.660367 -1.778 0.592 -1.708 0.19
C 4.434216 1.842393 -0.258747 2.438 0.881 0.880 0.73
H 1.255837 -2.022294 -3.640457 -0.390 -0.803 0.027 -0.01
H -3.059714 4.674571 -1.795694 -0.005 0.182 -0.357 0.42
H 2.182498 -2.136354 -1.151679 0.169 -0.372 -0.150 0.09
C 4.144098 -2.986141 2.158401 -2.921 0.921 0.664 -0.17
H 1.437002 0.415450 -0.053150 -0.825 0.832 -0.114 -0.73
C 1.549032 -0.997229 -3.561597 -0.982 0.127 -0.448 -0.39
H 4.491123 1.145481 -3.488248 0.263 0.158 -0.037 0.22
H 1.937163 -0.787914 -4.570835 0.433 0.468 0.507 0.36
O -1.267223 5.207190 -4.657777 0.193 0.332 1.147 -0.53
C 0.601629 2.842552 0.703542 0.627 1.581 -0.918 -0.63
O 2.401738 -0.918927 -2.459020 0.857 0.812 0.304 -0.63
H -0.237841 6.912607 -4.479921 0.662 0.232 0.072 0.26
H 2.130407 -4.714478 0.114150 0.193 -0.012 -0.011 0.35
H -4.304860 5.914746 0.781010 0.757 -0.421 0.625 0.26
C 0.407202 0.783015 -0.369458 0.953 -0.436 -1.006 0.42
H 0.208074 3.639863 -0.007279 0.581 -0.831 0.792 0.18
H 3.974527 -0.434554 1.106316 -1.307 0.155 -0.576 -0.38
H 1.121202 -4.149296 -2.657812 -0.528 -0.516 -0.080 0.20
H 1.724951 -1.550429 4.203734 -0.044 1.353 1.306 0.08
H -5.185124 5.216464 -2.031221 -0.055 -0.826 -0.385 0.22
H 4.015271 3.581056 -3.141118 0.226 0.604 -0.503 0.41
H 4.063254 -2.223955 1.387260 0.196 -0.368 0.080 -0.22
H -4.237754 -1.650793 5.580991 -0.184 -0.207 0.265 0.38
H -2.324902 -3.131863 5.231275 -0.069 -0.501 0.668 0.34
H 4.652406 0.849827 1.996067 0.429 0.427 0.795 0.32
H -2.819052 -0.583590 5.453010 -0.382 -0.475 -0.255 0.27
H -1.139198 -3.911306 -4.888414 0.122 0.336 0.111 0.15
C -0.587575 -4.331339 1.652769 1.884 0.656 -0.412 -0.61
H 5.735937 2.394739 -1.749274 1.109 0.511 -0.228 0.43
C -1.496452 -3.228963 -5.673642 -0.478 -0.727 1.053 -0.48
N -0.487477 -1.186330 0.811184 -0.361 0.204 -0.749 0.04
H -2.728094 4.134759 0.337435 0.274 -0.163 -0.132 0.42
C 1.474166 -0.686175 4.938074 0.294 -2.011 -1.229 -1.07
H -5.156727 -3.220958 -0.166038 0.480 -0.616 -0.006 0.19
O -3.428953 -4.201788 -0.817019 0.201 -0.264 -0.876 -0.59
H -4.034640 1.241680 2.543871 -1.377 -0.004 0.351 0.44
H 1.676520 2.651261 0.491268 -0.581 0.041 -0.190 0.10
O 2.091224 -2.760016 -0.404612 -0.740 -0.824 -0.079 0.11
C 1.000053 -4.649774 -1.689502 0.213 -0.323 -0.019 -0.72
H 0.444396 -1.423356 1.027310 1.546 -0.806 0.529 0.23
O -3.307105 4.688431 -2.741405 -0.613 -0.350 0.209 -0.50
C 2.148657 -4.167220 -0.830428 1.359 1.302 0.983 -0.62
C -0.399502 -0.517550 -0.493451 -0.552 0.773 -0.194 0.31
O -3.285179 -3.269098 3.391343 1.652 1.332 1.056 -0.65
O -0.473809 -2.891696 -6.572403 0.281 0.499 -0.533 -0.52
C -3.061648 1.641501 2.655871 1.981 -0.511 -0.104 -0.58
H -1.261859 -2.661915 0.829549 -0.440 -0.910 0.440 0.63
H -5.096793 3.467252 -2.834179 0.581 1.680 0.673 0.23
C 0.845980 0.378399 4.070519 0.726 0.771 0.543 0.39
H 0.531218 1.281657 -1.395745 -0.251 -0.514 1.287 0.36
H 2.818565 2.988079 -2.105313 -1.662 -0.318 0.190 0.36
H -0.706299 -0.471013 1.480392 -0.527 0.306 0.486 -0.39
H 4.591737 2.723433 0.431986 0.298 -0.710 -0.539 0.52
H -4.312670 -4.246941 1.008612 -0.366 -0.131 0.253 0.13
H -2.712101 1.776559 3.695730 -0.500 -0.390 -0.323 0.38
H 5.002740 0.281484 -2.169790 -0.049 -0.319 -0.358 0.28
C 3.794614 3.370830 -2.113682 1.805 -0.819 0.614 -1.48
H 3.452360 1.582011 -0.113051 -2.634 -0.937 0.169 -1.07
H -1.691619 6.912237 -3.575244 -0.074 0.062 0.802 0.22
H -5.271101 -4.964561 -0.303644 -0.589 -1.014 -0.269 0.32
H 0.799469 -1.134920 5.655982 -0.409 0.186 0.246 0.37
H -2.384641 -1.204130 -1.100696 0.102 0.519 -0.168 0.42
H -3.937923 -0.843105 4.065703 0.369 -0.147 0.340 0.18
H 0.834187 1.370052 4.587988 -0.746 -0.758 -0.045 0.24
H -0.210266 5.938591 -2.924132 -0.813 0.616 -0.805 0.13
H 2.914136 -0.052483 -2.399341 -0.317 -0.745 -0.270 0.44
H -0.026404 -3.647693 -6.978090 -0.532 0.047 0.427 0.30
H -2.258641 0.403996 -0.258085 -0.487 -0.070 -0.062 0.12
C -4.601901 -4.187738 -0.038318 0.637 1.778 0.607 -0.51
H -2.639876 -4.334979 -0.260027 -0.613 0.400 0.061 0.39
H -1.717827 0.343502 -1.953267 -0.550 -0.919 0.802 0.39
H 4.905692 -3.673067 1.964120 1.618 -0.856 -0.155 0.51
C -0.819252 6.311775 -3.800938 -0.236 -1.594 -1.000 -0.43
H 0.037980 -4.396887 -1.223965 0.249 0.278 -0.185 -0.03
N 4.356923 0.991154 -2.498596 0.126 0.519 1.023 -0.72
O -0.167472 1.677755 0.580545 0.374 -0.878 0.120 0.21
C -3.440316 -1.339697 4.922426 -0.353 1.265 -0.277 -1.04
H 0.981176 -5.775526 -1.748124 0.346 1.130 -0.322 0.39
H 0.629046 3.258146 1.715586 -0.636 -0.260 0.021 0.33
H 3.178624 -3.559693 2.101303 0.681 0.429 0.084 0.18
H -2.906469 6.858089 0.522604 0.602 1.609 0.002 0.32
H -2.567175 -3.343745 2.734414 -0.804 -0.322 -0.415 0.30
H 0.211878 -1.127731 -1.161645 -0.376 -0.192 0.018 -0.01
C -4.735771 4.570884 -2.820042 0.624 -1.756 2.041 -0.67
C 4.859301 0.161701 1.202090 0.620 -2.726 1.097 -0.17
O -2.573644 5.016207 -0.037070 -0.401 -0.660 0.293 -0.46
O 1.728211 0.572286 2.972156 -0.438 0.150 -1.086 -0.46
H 4.524609 -2.965944 4.066869 -0.079 0.253 0.045 0.27
H 5.556800 -0.679567 1.413412 0.151 1.105 0.563 0.41
H -0.769526 -5.391701 1.676733 -0.420 -0.313 0.084 0.38
H -0.138959 0.055287 3.684546 0.160 0.273 0.484 -0.22
C -1.823016 -0.261773 -1.002037 1.097 0.642 -0.731 -1.53
O -1.626158 -3.605219 1.047651 0.361 0.630 0.071 -0.21
O 4.228207 -2.301438 3.433109 0.439 -0.784 -0.654 -0.48
H 3.195032 -4.245048 -1.239196 -1.166 -0.597 -0.149 0.42
H 0.381656 -4.173897 1.145860 -0.417 -0.225 -0.474 -0.13
H -2.441785 0.838446 2.190004 -0.003 0.920 0.201 -0.05
H 3.879697 4.240002 -1.454754 0.065 -0.073 -0.311 0.37
H 0.618380 -0.424043 -3.401724 0.297 0.042 -0.197 0.20
C -3.189309 5.915933 0.881124 -0.076 -1.219 0.686 -0.79
H -1.941296 4.720274 -4.141201 0.297 0.409 -0.223 0.40
H -0.279477 -3.963491 2.625828 -0.689 -0.006 0.819 0.26
H -3.245579 3.553576 2.554374 0.137 -0.215 -0.362 0.23
H -2.357992 -3.767391 -6.078844 0.069 0.151 -0.631 0.34
H -2.754304 5.708763 1.929250 -1.076 0.601 -1.397 0.24
H -1.618723 -2.075545 4.100783 -0.527 -0.158 -0.454 -0.25
O 5.280869 0.746549 0.049462 -0.017 1.388 -1.095 -0.50
H 1.170672 0.969587 2.278927 0.485 -0.093 0.134 0.18
O -2.882879 2.875248 1.962907 -0.280 0.291 0.222 -0.41
C -2.602032 -2.469648 4.434712 0.189 -0.746 -1.058 0.32
H -1.911581 -2.323537 -5.192169 0.562 -0.294 -0.373 0.21
```
Positions in Å, forces in eV/Å.

=====

Entry 3:
C6H5IN2 | the ωB97M-V functional and the def2-TZVPD basis

energy above the lowest of the compared OMol25 structures with the same formula, charge and spin = 58.8 kcal/mol

Structure (XYZ):
```
14
Properties=species:S:1:pos:R:3:forces:R:3:mulliken_charge:R:1
C 0.174189 0.786981 -0.823774 -1.351 -4.013 3.182 0.62
H -0.292290 0.691789 -3.004004 -0.043 0.566 2.018 0.36
H -0.821883 -2.623948 -0.606673 0.994 0.967 -1.042 0.28
H 0.822582 -0.184951 1.751628 0.815 -0.768 0.384 0.32
N -0.095864 -0.833544 0.087904 1.951 4.312 -3.057 0.00
C -0.414401 -1.608691 -0.928196 -2.299 -1.761 1.427 0.10
H 0.141077 -2.045364 1.680097 1.089 0.182 0.504 0.46
H 1.342843 3.387145 1.293033 0.781 1.677 1.337 0.48
C -0.289920 0.286781 -1.936825 -0.098 -0.607 -5.220 -0.22
I -1.670601 -0.285361 2.520662 0.062 -0.116 0.223 -0.04
C 0.473018 1.830571 0.010665 0.611 -0.387 -1.002 -0.71
N -0.617029 -1.062183 -2.095333 0.541 0.178 0.974 -0.59
C 0.207711 -0.999665 1.398094 -2.413 0.359 0.500 -0.80
C 1.040567 2.660439 0.652721 -0.641 -0.589 -0.228 -0.26
```
Positions in Å, forces in eV/Å.

=====

no.,E (eV)
1,-8898.9198
2,-56722.1143
3,-17378.9333